1.
Below is C6H10O in the gas phase at a distorted geometry, with properties calculated with wB97M-V/def2-TZVPD.

Calculated values
* energy: -309.77461 Ha
* relative energy (zero: lowest compared OMol25 entry of this formula, charge and spin): 177.89 kJ/mol
* HOMO-LUMO gap: 10.724 eV
* net charge: 0
* strongest force on any atom: 2.7 eV/Å
* SMILES: C[C@H]1C[C@H]1CC=O

```
17
C6H10O wB97M-V/def2-TZVPD
O -2.083 -0.797 -2.739
C -2.235 -0.389 -1.615
C 0.728 0.775 1.758
C 1.250 -1.050 -0.013
C -1.190 0.187 -0.652
C 1.334 0.374 0.429
C 0.435 0.045 -0.770
H 2.133 -1.491 -0.489
H 1.427 0.626 2.590
H -1.040 -0.471 0.165
H 0.437 1.829 1.736
H 2.268 0.894 0.205
H -0.166 0.181 1.973
H -1.649 1.164 -0.346
H 0.768 -1.763 0.663
H 0.850 0.271 -1.739
H -3.264 -0.385 -1.154
```

Löwdin atomic charge list, values in e, 4 entries: 0.05, -0.27, -0.08, -0.09

***

2.
Below is a molecular structure, C27H32N5NdO8 at a distorted geometry, with properties calculated with wB97M-V/def2-TZVPD.

Calculated values
* energy: -2485.15556 Ha
* spin multiplicity: 4
* HOMO-LUMO gap (alpha / beta): 2.410 / 2.610 eV
* ⟨S²⟩: 3.7596
* net charge: -2
* strongest force on any atom: 5.7 eV/Å

```
73
C27H32N5NdO8 wB97M-V/def2-TZVPD
Nd 0.024 -2.025 0.707
O 0.802 -0.128 -0.508
O -3.092 5.124 -0.029
O -2.067 -2.644 0.256
O 0.856 -2.045 2.797
O 1.829 -0.167 -2.469
O 2.854 -1.535 3.663
O -4.111 -1.781 -0.430
O -4.598 5.269 -1.709
N 0.948 2.846 -0.507
N 2.885 -2.876 0.240
N 0.626 0.938 2.459
N -2.147 -0.043 1.486
N -2.062 2.812 -1.015
C 3.698 -2.808 -1.971
C 1.501 0.420 -1.437
C -0.824 -4.502 -1.391
C -3.199 -1.902 0.339
C -2.679 1.079 0.589
C -0.717 -5.208 -2.585
C 0.746 2.798 0.797
C -0.690 1.435 2.919
C -3.497 3.181 -1.379
C 1.664 -4.905 -2.674
C -0.978 3.441 -1.908
C 1.728 -1.219 3.291
C 4.064 -2.523 0.753
C -1.753 0.340 2.858
C 1.431 1.888 1.743
C 4.923 -2.348 -1.472
C -3.808 4.588 -1.062
C 2.751 -3.220 -1.056
C -3.217 -1.069 1.616
C 5.117 -2.177 -0.110
C 1.572 -4.000 -1.540
C 1.842 1.949 -1.315
C 0.340 -3.933 -0.952
C 0.511 -5.505 -3.120
C -1.915 1.422 -0.648
C 1.339 0.260 3.543
C 0.257 3.949 -1.173
H 5.760 -2.090 -2.132
H -3.845 3.036 -2.466
H 4.161 -2.431 1.836
H -3.052 -1.786 2.474
H -1.550 4.197 -2.467
H 2.953 2.028 -0.973
H 0.637 0.215 4.328
H 0.066 4.689 -0.410
H 2.636 -4.934 -3.166
H 0.882 4.356 -2.015
H -1.681 -5.466 -3.071
H 1.864 2.410 -2.285
H -2.253 0.715 -1.471
H -1.422 -0.535 3.295
H -1.045 2.312 2.334
H 2.010 2.536 2.420
H -0.619 2.628 -2.570
H -4.150 2.420 -0.849
H -2.385 4.559 0.351
H -2.569 0.683 3.546
H -3.673 0.757 0.280
H -2.840 1.977 1.190
H 3.544 -2.986 -3.008
H -0.642 1.803 3.975
H 6.061 -1.830 0.257
H -0.839 1.265 -0.517
H 2.263 0.745 3.992
H -4.170 -0.633 1.886
H 2.122 1.252 1.235
H -1.810 -4.340 -0.899
H 0.576 -6.354 -3.837
H 0.054 3.622 1.140
```

Löwdin atomic charge list, values in e, 4 entries: 1.91, -0.24, 0.04, -0.32

***

3.
Below is a molecular structure, C2H2O4S at a distorted geometry, with properties calculated with wB97M-V/def2-TZVPD.

Calculated values
* energy: -776.40939 Ha
* relative energy (zero: lowest compared OMol25 entry of this formula, charge and spin): 293.72 kJ/mol
* HOMO-LUMO gap: 10.728 eV
* net charge: 0
* strongest force on any atom: 4.6 eV/Å

```
9
C2H2O4S wB97M-V/def2-TZVPD
S -0.086 -0.385 1.118
O -0.311 1.683 -0.396
O -0.037 -1.613 1.759
O -0.964 0.609 1.510
O 1.299 0.022 0.555
C 0.432 -0.422 -0.544
C -0.305 0.686 -1.056
H 0.874 -1.146 -1.042
H -0.901 0.567 -1.904
```

Löwdin atomic charge list, values in e, 4 entries: 0.65, 0.07, -0.21, -0.18

***

4.
Below is a molecular structure, C43H44Cl2KN5O6P2 at a distorted geometry, with properties calculated with wB97M-V/def2-TZVPD.

Calculated values
* energy: -4593.25860 Ha
* HOMO-LUMO gap: 4.817 eV
* net charge: -2
* strongest force on any atom: 1.9 eV/Å

```
103
C43H44Cl2KN5O6P2 wB97M-V/def2-TZVPD
K 0.633 -0.240 -0.399
Cl 8.145 0.749 1.999
Cl 5.940 -0.349 -2.808
P -0.403 -2.306 1.665
P 2.210 -2.937 -0.094
O 0.069 1.333 -2.075
O 3.418 -0.742 -1.227
O -2.983 0.318 -7.288
O -2.970 -1.785 -7.632
O 0.341 1.333 1.883
O -0.204 -1.637 -2.077
N -2.700 -0.817 -6.940
N 2.643 3.237 -0.232
N 3.090 -0.348 1.460
N -2.187 0.135 -0.091
N -0.016 3.574 1.755
C -6.514 -1.958 0.021
C 4.013 0.047 3.628
C -1.692 -2.338 -5.265
C 0.161 -2.901 3.332
C 1.741 4.162 0.105
C -1.696 0.060 -4.895
C 2.250 -3.596 -1.826
C 4.414 -0.376 -0.556
C -5.599 -0.977 0.407
C 2.937 -0.231 2.762
C -0.263 -3.894 0.711
C -4.670 3.997 2.089
C 5.463 0.141 1.708
C -0.295 2.462 3.897
C 5.715 -0.153 -1.084
C 2.080 5.507 0.254
C -0.722 -1.426 -3.181
C -3.941 1.589 0.811
C 3.860 -3.593 0.456
C 6.819 0.195 -0.300
C 6.709 0.337 1.059
C -5.433 3.502 1.039
C -3.173 2.113 1.853
C 5.262 0.244 3.103
C -5.078 2.301 0.418
C 0.313 3.701 0.334
C -2.216 -2.375 1.990
C 3.905 3.634 -0.436
C 0.061 2.381 2.429
C 1.205 -4.351 0.633
C -4.423 -1.245 -1.657
C 4.322 4.953 -0.305
C -3.425 0.339 0.062
C -4.534 -0.611 -0.422
C -1.040 -0.090 -3.694
C -2.031 -1.024 -5.692
C -3.536 3.291 2.496
C -5.342 -2.208 -2.061
C 4.326 -0.184 0.913
C -1.080 -2.528 -4.070
C 3.387 5.904 0.049
C -6.392 -2.575 -1.218
C -0.699 1.157 -2.999
H -0.375 4.421 -0.101
H -7.320 -2.243 0.693
H -0.918 -4.653 1.144
H 3.848 0.113 4.698
H -2.936 3.670 3.321
H -1.942 1.057 -5.248
H -7.099 -3.340 -1.521
H -1.239 2.996 4.042
H -0.257 -3.884 3.585
H -3.588 -0.971 -2.290
H -2.507 -1.528 2.621
H -0.186 4.407 2.281
H -6.310 4.049 0.703
H 6.099 0.493 3.742
H -5.232 -2.679 -3.034
H 2.881 -2.943 -2.436
H -4.953 4.921 2.587
H 0.498 2.983 4.444
H 0.162 2.737 -0.139
H 3.670 6.946 0.156
H -2.270 1.564 2.119
H 4.666 -3.148 -0.137
H -0.388 1.449 4.283
H -0.822 -3.525 -3.728
H 7.780 0.346 -0.778
H -0.170 -2.169 4.079
H 1.234 -3.553 -2.227
H 1.318 -5.268 0.045
H -0.629 -3.656 -0.297
H 2.625 -4.624 -1.857
H -2.517 -3.315 2.468
H -5.703 -0.494 1.373
H 4.611 2.859 -0.721
H 1.581 -4.562 1.641
H 1.921 -0.353 3.143
H 1.318 6.231 0.524
H 3.894 -4.681 0.342
H -5.684 1.909 -0.394
H 4.033 -3.338 1.507
H 5.355 5.218 -0.487
H -1.936 -3.169 -5.912
H 1.255 -2.950 3.374
H -2.732 -2.258 1.035
H -1.215 2.036 -3.434
```

Löwdin atomic charge list, values in e, 4 entries: 0.56, 0.58, 0.61, 0.83